Entry 1:
{
  "formula": "C5H16N3",
  "method": "ωB97M-V with the def2-TZVPD basis set",
  "e_homo_ev": [-3.947, -8.879],
  "charge": 0,
  "spin_multiplicity": 2,
  "e_above_lowest_kj_mol": 45.8,
  "elements": ["N", "N", "N", "C", "C", "C", "C", "C", "H", "H", "H", "H", "H", "H", "H", "H", "H", "H", "H", "H", "H", "H", "H", "H"],
  "xyz": [[1.68, 0.43, 0.81], [2.17, -1.69, -0.14], [-0.08, -1.27, 0.61], [0.02, 1.25, -2.32], [-1.05, -0.56, 1.37], [1.24, -0.84, 0.43], [-1.49, 1.52, -2.39], [-0.70, -0.49, 2.89], [-1.15, 0.45, 0.98], [-2.03, -1.03, 1.27], [-1.89, 0.85, -3.16], [-1.32, 0.27, 3.38], [2.13, 0.92, 0.02], [0.51, 1.91, -3.03], [-1.18, -1.35, 3.37], [3.13, -1.59, 0.17], [0.96, 1.13, 0.98], [-1.76, 2.53, -2.67], [0.37, -0.47, 3.00], [-0.23, -2.26, 0.48], [-2.03, 1.18, -1.51], [1.91, -2.62, -0.42], [0.23, 0.26, -2.71], [0.55, 1.48, -1.40]],
  "lowdin_charge": [0.061, 0.083, -0.019, -0.165, -0.281, -0.513, -0.161, -0.088, 0.086, 0.110, 0.064, 0.063, 0.067, 0.059, 0.063, 0.067, 0.066, 0.058, 0.063, 0.110, 0.047, 0.065, 0.064, 0.030]
}


Entry 2:
{
  "formula": "C16H24ClNO",
  "method": "ωB97M-V with the def2-TZVPD basis set",
  "e_homo_ev": -9.374,
  "charge": 0,
  "spin_multiplicity": 1,
  "e_above_lowest_kj_mol": 11.0,
  "elements": ["Cl", "O", "N", "C", "C", "C", "C", "C", "C", "C", "C", "C", "C", "C", "C", "C", "C", "C", "C", "H", "H", "H", "H", "H", "H", "H", "H", "H", "H", "H", "H", "H", "H", "H", "H", "H", "H", "H", "H", "H", "H", "H", "H"],
  "xyz": [[2.14, 2.72, 1.56], [0.24, 2.45, -1.37], [1.09, 0.52, -0.58], [4.23, -1.66, 1.16], [2.31, 2.59, -0.20], [-0.92, -0.79, 0.06], [-0.03, -0.27, -1.07], [3.23, -0.44, -2.28], [3.20, -1.19, 1.95], [-4.54, -1.49, 0.78], [2.17, -0.21, 0.01], [1.11, 1.85, -0.78], [3.21, -0.69, -0.80], [-2.49, 1.25, 0.17], [2.17, -0.46, 1.38], [-1.54, 0.31, 0.92], [-3.72, 0.60, -0.45], [4.23, -1.41, -0.20], [-4.71, 0.01, 0.56], [3.25, 2.07, -0.40], [-1.93, 1.77, -0.61], [-5.29, -1.85, 1.48], [1.37, -0.08, 1.99], [-3.56, -1.73, 1.19], [2.83, -1.31, -2.80], [-5.73, 0.18, 0.20], [-2.06, -0.15, 1.75], [-4.61, 0.53, 1.51], [2.62, 0.42, -2.55], [4.25, -0.28, -2.62], [-1.70, -1.40, -0.39], [-2.82, 2.02, 0.88], [-3.42, -0.17, -1.17], [2.33, 3.60, -0.60], [0.37, -1.12, -1.63], [3.19, -1.38, 3.01], [5.04, -2.23, 1.60], [5.04, -1.78, -0.81], [-4.23, 1.38, -1.03], [-0.33, -1.45, 0.71], [-0.60, 0.37, -1.74], [-0.73, 0.92, 1.34], [-4.66, -2.03, -0.16]],
  "lowdin_charge": [0.625, 0.057, -0.025, -0.077, -0.447, -0.169, -0.121, -0.025, -0.071, -0.115, -0.221, -0.537, -0.210, -0.205, -0.052, -0.196, -0.214, -0.042, -0.258, 0.078, 0.089, 0.067, 0.099, 0.054, 0.089, 0.100, 0.103, 0.105, 0.079, 0.084, 0.102, 0.114, 0.101, 0.084, 0.130, 0.105, 0.103, 0.113, 0.106, 0.106, 0.123, 0.095, 0.073]
}


Entry 3:
{
  "formula": "C24H28N4O2",
  "method": "ωB97M-V with the def2-TZVPD basis set",
  "e_homo_ev": -9.156,
  "charge": 0,
  "spin_multiplicity": 1,
  "e_above_lowest_kj_mol": 308.3,
  "elements": ["O", "O", "N", "N", "N", "N", "C", "C", "C", "C", "C", "C", "C", "C", "C", "C", "C", "C", "C", "C", "C", "C", "C", "C", "C", "C", "C", "C", "C", "C", "H", "H", "H", "H", "H", "H", "H", "H", "H", "H", "H", "H", "H", "H", "H", "H", "H", "H", "H", "H", "H", "H", "H", "H", "H", "H", "H", "H"],
  "xyz": [[-0.14, 2.46, -1.76], [3.62, -0.65, -1.77], [-0.28, -0.54, 1.66], [2.33, 4.78, 2.74], [0.86, -2.23, 2.85], [-1.25, -2.74, 2.02], [2.56, -0.30, -1.29], [-2.95, -3.30, -2.88], [-0.16, -1.83, 2.20], [1.38, 1.56, -0.09], [-1.49, 0.15, 2.19], [-2.94, -2.23, -5.21], [1.20, 2.44, 0.98], [1.12, -2.19, -2.36], [-1.01, -3.31, -1.52], [-2.34, -3.65, -1.71], [2.45, 0.66, -0.12], [3.20, 1.54, 1.97], [-0.33, -2.64, -2.50], [0.23, 0.11, -1.85], [3.35, 0.66, 0.91], [-1.34, 2.55, 1.21], [-2.29, -2.64, -3.90], [2.15, 2.43, 2.02], [1.97, 3.42, 3.18], [-0.96, -2.31, -3.69], [1.23, -0.76, -1.84], [-0.02, 3.35, 0.95], [-1.25, 1.64, 2.47], [0.43, 1.49, -1.28], [-3.42, -3.09, -5.69], [-0.40, -1.77, -4.46], [2.53, 3.14, 4.07], [-1.55, -3.08, 2.93], [-0.30, 1.76, 3.01], [-1.79, -0.32, 3.14], [-3.75, -1.52, -4.96], [-2.91, -4.15, -0.93], [3.92, 1.50, 2.78], [1.52, 5.34, 2.53], [-2.11, 3.30, 1.44], [0.02, 4.11, 1.74], [-2.31, 0.05, 1.47], [-1.60, 1.99, 0.31], [1.64, -2.91, -1.71], [4.18, -0.05, 0.90], [2.91, 4.72, 1.92], [-2.26, -1.69, -5.87], [-0.48, -3.55, -0.60], [-0.06, 3.90, 0.01], [0.91, 3.38, 3.45], [-2.03, 1.94, 3.18], [-0.76, -0.10, -2.25], [1.63, -2.25, -3.33], [-0.94, -3.57, 1.52], [0.55, -0.01, 1.91], [1.55, -1.47, 2.93], [-4.01, -3.53, -3.02]],
  "lowdin_charge": [0.102, 0.127, 0.045, 0.016, 0.131, 0.087, -0.267, -0.062, -0.544, -0.050, -0.194, -0.045, -0.120, -0.076, -0.046, -0.070, -0.094, -0.024, -0.244, 0.077, -0.013, -0.145, -0.268, -0.176, -0.216, -0.024, -0.112, -0.123, -0.167, -0.290, 0.081, 0.128, 0.111, 0.081, 0.094, 0.112, 0.084, 0.108, 0.122, 0.058, 0.110, 0.090, 0.116, 0.101, 0.131, 0.129, 0.074, 0.074, 0.099, 0.114, 0.098, 0.111, 0.132, 0.131, 0.061, 0.086, 0.034, 0.116]
}